Record 1
The following is a DFT calculation (the ωB97M-V functional and the def2-TZVPD basis) of a molecular structure, C38H33HgN5O2Sb.

The total charge is -2. For the HOMO-LUMO gap (spin up / spin down), the calculation gives 0.249 / 0.229 hartree. The calculation puts the lowest unoccupied orbital energy (spin up / spin down) at 0.151 / 0.130 hartree. Its spin multiplicity is 2. Its relative energy (zero: lowest compared OMol25 entry of this formula, charge and spin) is 0.109 eV.

Atoms and positions in Å:
Hg 3.23655 0.25542 -0.01412
Sb -1.68834 1.60698 -0.53447
O 5.77739 -0.21323 1.37829
O 3.60425 -0.97309 2.54456
N 5.91404 -0.77842 2.47231
N -3.66199 9.20127 -3.29009
N -1.26764 5.57124 -2.37847
N 4.79563 -1.15074 3.04776
N -5.74039 5.41200 -2.32136
C 5.07799 -3.18938 6.71623
C -5.73047 0.67589 1.05863
C -1.41465 2.68551 -4.77018
C -3.66800 3.22081 -4.13900
C -4.22858 2.98290 0.57866
C 6.17812 -2.09558 4.86229
C -6.27359 1.92303 1.32365
C -0.66744 -2.59341 -0.02700
C 4.05278 -3.96835 0.44675
C -3.69350 1.72427 0.26709
C -1.44275 -3.32419 -0.90850
C 5.73724 -4.76117 2.01437
C -4.44768 0.58412 0.53302
C 5.91475 -5.33144 -0.32076
C 0.25599 1.74972 -3.14811
C -3.43322 4.23665 0.34848
C -2.47001 -1.28228 -1.73502
C 6.23762 -2.77549 6.06499
C -3.40642 2.74133 -2.86355
C -2.66647 3.18485 -5.09606
C 2.87540 -3.24610 0.20865
C -2.32849 -2.66811 -1.75199
C -3.61037 8.07762 -3.01446
C -1.69188 -0.53688 -0.83040
C 3.84968 -2.90631 6.13983
C 4.75839 -4.62929 -0.58793
C 4.93336 -1.81667 4.28594
C -2.29694 6.08356 -2.51358
C -3.44873 -0.65540 -2.69333
C -5.52189 3.06406 1.08669
C -3.55396 6.70685 -2.67893
C -4.75238 5.99619 -2.48272
C 4.57920 -4.06069 1.75830
C -2.15507 2.23275 -2.53249
C 6.41545 -5.40456 0.97902
C -0.79231 -1.20958 -0.00128
C 3.76948 -2.22451 4.93261
C -1.13464 2.21735 -3.48965
H 2.93594 -3.21936 6.63146
H 0.77095 2.49968 -2.54252
H 0.03631 -3.08911 0.62868
H -0.62735 2.67668 -5.51648
H 2.47402 -3.12372 -0.78902
H -4.19981 2.77420 -2.12474
H 6.12640 -4.79432 3.02531
H 0.84779 1.58780 -4.04948
H -7.28026 2.01073 1.71501
H 5.13709 -3.72334 7.65670
H -0.16277 -0.64101 0.67552
H -4.07214 0.09154 -2.20322
H 0.25792 0.81505 -2.58277
H -4.03261 -0.39646 0.33047
H -2.93594 -0.14371 -3.50910
H -5.94497 4.04113 1.28863
H -3.19324 4.35625 -0.70711
H 7.33107 -5.94705 1.17946
H -4.09964 -1.41998 -3.12056
H -4.64147 3.63767 -4.36301
H -1.35682 -4.40384 -0.94671
H 2.42221 -2.66581 1.00155
H 6.44568 -5.82135 -1.12881
H 2.82646 -1.98876 4.46157
H -6.30358 -0.22417 1.24823
H 4.05283 -3.54813 2.55252
H -3.98557 5.12179 0.66078
H 4.37997 -4.56142 -1.60143
H -2.85328 3.56377 -6.09397
H -2.93021 -3.24473 -2.44702
H 7.07611 -1.77957 4.35430
H -2.48335 4.20826 0.88930
H 7.20679 -2.98819 6.50179

---

Record 2
The following is a DFT calculation (the ωB97M-V functional and the def2-TZVPD basis) of a molecular structure, C38H33NNaO3P2S.

The total charge is +1. For the HOMO-LUMO gap, the calculation gives 0.312 hartree. The calculation puts the lowest unoccupied orbital energy at -0.077 hartree.

Atoms and positions in Å:
S -1.40517 0.68212 1.42535
P 1.28580 1.66207 1.59875
P -2.19664 -0.12321 -1.35266
Na 0.51217 0.15327 -0.85165
O 1.59880 -2.27280 -2.44067
O 1.12010 -1.90545 -0.31897
O -1.36568 1.71498 0.34004
N 2.67347 -4.62425 -2.10617
C 0.38173 4.29740 0.93517
C -1.16932 1.62625 2.93161
C -4.66131 -0.94063 -0.17099
C 1.03807 5.38726 -1.11129
C 4.64922 0.73817 3.68120
C -0.31495 2.95075 5.19602
C 5.41792 1.89315 3.63105
C 3.71575 2.97824 2.32046
C -1.62348 2.07934 -2.91517
C -1.65834 2.64863 5.03298
C -2.85254 -1.34485 -2.55550
C -3.69601 -3.33226 -4.31954
C 0.60095 2.65646 4.19505
C -2.61328 1.46173 -2.15597
C -2.63856 -2.69395 -2.26226
C -3.06961 0.02907 1.32907
C 1.16518 3.19771 0.60993
C -3.06660 -3.68256 -3.13167
C 4.95306 3.00768 2.94963
C 3.41956 0.70136 3.04442
C 1.88896 3.20867 -0.58352
C -3.43337 -0.31279 0.01488
C -3.09385 3.91515 -3.38080
C 0.18440 2.00478 3.04015
C -3.85243 2.07794 -2.02451
C 1.83331 4.29728 -1.43861
C 2.93857 1.82431 2.36893
C 1.53712 -2.65367 -1.17653
C -5.07396 -0.94635 2.20128
C -4.08978 3.30011 -2.63631
C -3.85374 -0.32234 2.41595
C -1.85855 3.30020 -3.52546
C -2.09582 1.98689 3.89437
C 2.00186 -4.08820 -0.92223
C -5.48158 -1.23548 0.90975
C 0.31914 5.38454 0.07390
C -3.89445 -1.99654 -4.63030
C -3.47487 -1.00404 -3.75315
H 3.35550 3.85363 1.79671
H 2.53408 2.36646 -0.82751
H 0.98576 6.23898 -1.77667
H 5.55276 3.90794 2.91172
H -4.38284 -1.72274 -5.55656
H -6.43330 -1.72281 0.74302
H -1.08228 3.77612 -4.11084
H 3.67686 -4.49394 -2.05682
H -3.63176 0.03664 -4.00273
H -2.91299 -4.72708 -2.89169
H 2.82002 -0.20266 3.06847
H 0.01951 3.44041 6.10117
H 1.94748 -3.06030 -2.93247
H -3.51704 -0.12892 3.42387
H -5.05694 3.77497 -2.53142
H 6.38102 1.92367 4.12378
H 2.59891 -4.10941 -0.01049
H 1.63824 2.94183 4.30931
H -4.03100 -4.10230 -5.00235
H 1.09768 -4.66492 -0.72296
H -2.37128 2.92509 5.79821
H -4.63152 1.60682 -1.43781
H -4.97566 -1.22173 -1.16713
H -0.19006 4.30962 1.85410
H -0.29243 6.23828 0.33624
H -3.28031 4.87363 -3.84719
H 2.49768 -5.61081 -2.23519
H 2.41550 4.30489 -2.35141
H -2.13960 -2.96115 -1.33530
H 5.01315 -0.13127 4.21323
H -5.69526 -1.21347 3.04555
H -0.65839 1.59611 -3.04033
H -3.15014 1.79221 3.75893

---

Record 3
The following is a DFT calculation (the ωB97M-V functional and the def2-TZVPD basis) of a molecular structure, C38H34BrN4O2Tl.

The total charge is 0. For the HOMO-LUMO gap, the calculation gives 0.213 hartree. The calculation puts the lowest unoccupied orbital energy at -0.047 hartree. Its relative energy (zero: lowest compared OMol25 entry of this formula, charge and spin) is 1.029 eV.

Atoms and positions in Å:
Tl 0.93063 -0.19302 -0.73969
Br 3.27813 -0.17472 -2.80069
O -0.52687 -5.08482 4.49071
O -1.94017 -5.79232 2.87901
N 0.05733 1.40438 0.73441
N 2.76573 -0.76922 0.96501
N 0.63823 -2.31722 0.50671
N -0.07377 -2.22042 -2.04139
C 2.21553 -1.38422 2.02221
C 2.42903 2.28298 -6.04799
C 0.41843 2.29918 -4.70559
C -3.23327 1.89168 4.40751
C -0.21997 3.82848 0.70091
C 1.12383 -2.32952 1.74531
C 1.85723 2.78588 -0.12029
C -1.80037 -3.84482 -1.77709
C -0.74207 -3.08582 -1.27119
C -1.53247 1.58748 2.61481
C -1.04187 1.44328 -2.48689
C 3.79623 -0.34142 3.49191
C 1.01163 1.39988 -3.76059
C 0.75463 2.66108 0.94561
C -0.35417 -4.12592 2.32361
C -0.35307 -2.15312 -3.33229
C -3.28807 -0.03552 2.78911
C -1.34577 -2.91022 -3.92729
C -1.62197 2.32748 -3.41209
C -2.10577 -3.74772 -3.12159
C 0.24003 0.99558 -2.65379
C -1.03337 -5.14432 3.38131
C -0.28367 -3.19852 0.12091
C 1.45613 2.79028 2.31071
C -3.38707 -2.00812 1.25061
C 3.03083 1.40358 -5.13849
C 2.34033 0.99448 -4.02989
C 4.41863 0.20648 2.37731
C -2.77557 -0.70952 1.68351
C -1.00267 0.96938 1.46871
C -2.67667 1.12118 3.24271
C -0.90097 2.74998 -4.49219
C 3.85483 -0.03312 1.13681
C 0.62593 -3.22372 2.69591
C -1.68467 -0.18202 1.02671
C 2.69813 -1.16262 3.31241
C -0.77707 -4.15392 1.00701
C 1.15613 2.72518 -5.82849
H 0.75843 2.87138 3.13501
H -2.36787 -4.49302 -1.12769
H 5.30013 0.82478 2.46191
H 1.43543 2.70608 -1.11979
H -3.05697 -2.80542 1.91981
H -1.50867 -4.89692 0.73021
H 2.61443 2.01628 0.02891
H 2.21733 -1.62512 4.15901
H 4.28963 0.38188 0.23651
H -4.01677 1.32888 4.90701
H -1.33507 -0.67002 0.11621
H -4.47397 -1.96782 1.29521
H 2.07873 3.68198 2.31401
H -1.08877 2.48538 3.00781
H 0.23953 -1.45702 -3.91019
H -1.62107 1.13298 -1.62719
H 4.03803 1.05718 -5.30829
H 0.68513 3.41118 -6.51599
H 2.34673 3.75428 -0.03989
H 0.30093 4.77968 0.78361
H -1.52377 -2.83682 -4.98729
H 2.98733 2.60898 -6.91059
H -2.63357 2.67058 -3.25079
H -0.63177 3.73108 -0.30099
H -3.08227 -2.26212 0.23731
H 4.15803 -0.12722 4.48511
H -4.16127 -0.42442 3.28781
H 0.95753 -3.23512 3.72131
H -2.45337 2.12698 5.12981
H -1.32867 3.43858 -5.20739
H -2.90977 -4.33192 -3.54229
H -1.04517 3.82418 1.40361
H 2.08983 1.92358 2.48311
H -3.65457 2.83528 4.06141

---

Record 4
The following is a DFT calculation (the ωB97M-V functional and the def2-TZVPD basis) of a molecular structure, C38H34ClN7NaO2Si.

The total charge is -1. For the HOMO-LUMO gap, the calculation gives 0.230 hartree. The calculation puts the lowest unoccupied orbital energy at 0.073 hartree. Its relative energy (zero: lowest compared OMol25 entry of this formula, charge and spin) is 0.488 eV.

Atoms and positions in Å:
Cl -0.21175 0.04125 6.37158
Si 3.49990 -0.24692 1.48865
Na 0.25111 -0.66157 0.10976
O -1.36376 -1.78394 0.91911
O 1.95987 -0.20183 1.18184
N -1.50103 2.26642 1.69802
N -0.91017 -1.50410 -2.00950
N 3.38164 -1.01201 -2.91136
N 1.57434 -0.27201 -1.97131
N -1.43160 -3.66468 -3.68575
N 2.42460 -1.85979 -3.33036
N -0.92137 2.12097 -1.16172
C -0.89538 0.43776 3.77365
C -1.80657 4.14930 -2.85928
C 2.86868 -0.08544 -2.08983
C 4.30289 1.32958 0.75551
C 0.02111 -1.99644 -2.82320
C 5.72284 -1.96687 0.52314
C 4.34616 -1.74131 0.63737
C 3.85484 3.60910 0.01973
C 5.16083 3.73892 -0.43677
C -0.69184 2.08545 -2.44623
C -2.98923 5.37271 0.42940
C -0.24264 -3.07694 -3.66163
C -1.12614 3.07858 -3.35136
C -2.08954 -2.10887 -2.01069
C -2.54146 4.33176 1.25762
C 3.50509 -2.69036 0.04809
C -1.56262 1.00508 1.46864
C -0.93708 -2.28057 3.19172
C 3.99932 -3.79557 -0.63308
C 3.28395 -1.59341 3.91397
C -2.77013 5.33031 -0.91769
C 6.03927 2.67298 -0.30084
C 5.61034 1.48840 0.28938
C -1.20937 0.02167 2.46988
C 6.23232 -3.06436 -0.16069
C -0.64181 -1.85217 4.45721
C 5.38954 -0.26160 3.66954
C 3.89555 -0.30662 3.35034
C -1.19804 -1.36911 2.11817
C 1.35089 -1.37148 -2.74148
C -2.07536 4.23306 -1.47347
C -1.89244 3.21812 0.76375
C 3.43559 2.41996 0.60218
C 5.36998 -3.98223 -0.74672
C -0.61084 -0.47994 4.74512
C 3.19937 0.89582 3.99749
C -1.62261 3.16936 -0.64956
C -2.34963 -3.17997 -2.85297
H 4.34821 -1.19569 -3.12080
H -3.11063 6.12448 -1.57153
H 3.31406 -4.50655 -1.07959
H -0.90125 2.98200 -4.40538
H 5.86856 0.62535 3.24302
H 5.49004 4.66263 -0.89786
H -2.82222 -1.74379 -1.30259
H 3.45459 0.67487 -1.59676
H 3.62922 1.84110 3.65246
H -1.94834 0.60818 0.52970
H -0.41794 -2.56427 5.24218
H -2.14662 4.94854 -3.50860
H -0.88720 1.49851 3.98781
H 2.21455 -1.64365 3.69636
H 7.30477 -3.20603 -0.23256
H 5.76399 -4.83897 -1.28051
H 3.41036 -1.63210 5.00376
H -0.94016 -3.33684 2.95156
H 2.13256 0.90157 3.76252
H 3.30688 0.85698 5.08889
H 3.15753 4.43179 -0.08763
H -3.51091 6.21282 0.87135
H 6.31714 0.66903 0.37088
H 5.54557 -0.23090 4.75573
H -0.12029 1.23810 -2.80297
H -2.70557 4.37243 2.32658
H 7.05952 2.76172 -0.65692
H 5.90955 -1.14609 3.29428
H 0.53022 -3.46535 -4.31307
H -3.31878 -3.66385 -2.84924
H 3.75880 -2.48319 3.48905
H 2.40478 2.30819 0.92206
H 2.43319 -2.55186 0.13831
H 6.42381 -1.27552 0.97705